{"formula": "C4H98O45", "method": "the ωB97M-V functional and the def2-TZVPD basis", "species": ["O", "H", "H", "H", "O", "H", "H", "H", "C", "C", "C", "O", "H", "H", "H", "H", "H", "H", "H", "C", "O", "H", "H", "H", "O", "H", "H", "O", "H", "H", "O", "H", "H", "O", "H", "H", "O", "H", "H", "O", "H", "H", "O", "H", "H", "O", "H", "H", "O", "H", "H", "O", "H", "H", "O", "H", "H", "O", "H", "H", "O", "H", "H", "O", "H", "H", "O", "H", "H", "O", "H", "H", "O", "H", "H", "O", "H", "H", "O", "H", "H", "O", "H", "H", "O", "H", "H", "O", "H", "H", "O", "H", "H", "O", "H", "H", "O", "H", "H", "O", "H", "H", "O", "H", "H", "O", "H", "H", "O", "H", "H", "O", "H", "H", "O", "H", "H", "O", "H", "H", "O", "H", "H", "O", "H", "H", "O", "H", "H", "O", "H", "H", "O", "H", "H", "O", "H", "H", "O", "H", "H", "O", "H", "H", "O", "H", "H"], "positions_angstrom": [[0.646, -3.311, -0.522], [0.304, -3.306, -1.419], [0.997, -2.473, -0.209], [1.374, -3.933, -0.457], [2.399, -0.519, -2.785], [2.341, -0.424, -1.832], [3.297, -0.709, -3.066], [1.919, -1.336, -2.938], [-0.681, 0.059, 1.106], [0.064, 0.036, -0.294], [0.298, 1.441, -0.871], [1.301, -0.664, -0.268], [-0.753, -0.922, 1.576], [-1.690, 0.447, 0.967], [-0.121, 0.692, 1.795], [-0.636, -0.491, -0.943], [0.686, 1.420, -1.890], [1.004, 2.053, -0.310], [-0.558, 2.115, -0.890], [1.081, -3.069, -4.604], [0.764, -2.717, -3.291], [1.928, -2.502, -4.991], [1.268, -4.113, -4.853], [0.370, -2.705, -5.345], [6.054, -1.844, 1.839], [6.103, -2.334, 2.660], [5.263, -1.313, 1.923], [-2.957, 2.962, 1.872], [-3.482, 2.865, 2.667], [-3.441, 2.477, 1.204], [-2.534, 5.378, 2.486], [-2.845, 4.564, 2.089], [-1.863, 5.698, 1.884], [3.383, 2.778, -2.447], [3.694, 2.302, -1.677], [3.696, 2.262, -3.191], [3.946, 0.496, 4.312], [3.921, 0.497, 3.356], [3.090, 0.832, 4.576], [1.639, -2.939, 2.549], [1.647, -3.788, 2.990], [0.712, -2.706, 2.493], [-1.058, 2.211, 3.959], [-1.146, 3.079, 3.567], [-1.459, 1.618, 3.323], [-0.941, -4.467, 2.958], [-1.368, -4.201, 2.143], [-0.913, -5.423, 2.913], [-2.351, -4.103, 0.297], [-2.670, -3.214, 0.136], [-2.753, -4.630, -0.393], [2.506, 1.663, -6.867], [1.580, 1.794, -6.661], [2.501, 1.139, -7.668], [-0.906, -1.823, 4.035], [-1.780, -1.477, 4.212], [-1.059, -2.717, 3.730], [2.321, -5.358, -0.542], [2.019, -6.103, -1.062], [2.858, -5.749, 0.147], [1.335, -2.586, 6.417], [1.469, -1.794, 5.896], [1.738, -2.387, 7.263], [-0.089, 1.452, -5.845], [-0.715, 0.739, -5.715], [-0.576, 2.244, -5.616], [0.407, 5.893, -3.991], [0.252, 5.348, -3.220], [1.064, 6.530, -3.707], [-4.543, 1.629, -0.175], [-4.336, 1.198, -1.004], [-5.295, 2.186, -0.374], [-0.345, 0.911, 7.279], [-0.952, 1.614, 7.048], [-0.087, 0.531, 6.439], [1.149, -0.048, 4.757], [0.568, -0.723, 4.406], [0.911, 0.747, 4.280], [-3.333, -1.483, 5.191], [-3.493, -1.812, 6.075], [-4.195, -1.208, 4.878], [-3.490, 0.863, -2.907], [-2.851, 0.268, -3.299], [-3.105, 1.732, -3.011], [3.672, 1.661, 0.001], [3.031, 0.951, -0.035], [3.482, 2.115, 0.822], [-1.396, 2.740, -3.424], [-1.513, 3.498, -2.850], [-0.457, 2.556, -3.390], [5.930, -2.780, -1.071], [5.765, -3.709, -0.907], [5.941, -2.381, -0.201], [-1.584, -0.663, -4.276], [-1.932, -1.429, -4.731], [-0.822, -0.993, -3.799], [3.390, -1.160, 1.807], [2.903, -1.903, 2.164], [2.720, -0.597, 1.421], [-3.076, -1.728, -0.589], [-2.258, -1.301, -0.845], [-3.642, -1.640, -1.355], [-5.737, -0.232, 1.601], [-5.068, 0.228, 1.093], [-5.548, -1.160, 1.462], [4.024, 1.378, -4.696], [4.929, 1.457, -4.998], [3.495, 1.573, -5.470], [2.103, 3.100, 4.817], [1.230, 3.301, 5.157], [2.703, 3.500, 5.447], [-5.104, -2.779, 1.190], [-4.538, -2.407, 0.513], [-5.470, -3.567, 0.789], [4.844, -1.419, -3.090], [5.378, -1.753, -2.369], [5.013, -2.023, -3.813], [-3.913, -5.757, 1.907], [-3.460, -5.040, 1.463], [-4.393, -6.205, 1.211], [-0.276, 4.746, 0.957], [0.216, 3.948, 1.152], [0.396, 5.412, 0.811], [-3.209, 2.528, -5.744], [-3.879, 2.932, -5.193], [-2.812, 1.859, -5.186], [-1.387, 4.908, -1.663], [-1.188, 4.691, -0.752], [-1.761, 5.788, -1.623], [-0.814, -5.054, -2.353], [-0.388, -4.376, -2.877], [-0.140, -5.724, -2.234], [-5.717, -0.926, 4.243], [-5.712, -0.553, 3.362], [-6.488, -0.544, 4.662], [1.972, 4.945, -1.735], [2.033, 3.998, -1.864], [2.265, 5.084, -0.835], [2.621, 5.361, 0.932], [3.417, 5.666, 0.497], [2.524, 5.938, 1.689], [-3.791, -4.194, -2.641], [-3.610, -5.060, -2.277], [-3.112, -4.065, -3.303], [2.586, 2.966, 1.967], [2.575, 3.105, 2.914], [2.542, 3.847, 1.595]], "forces_ev_per_a": [[-0.92, -1.26, 1.20], [-0.05, 0.55, -1.62], [0.49, 3.45, 0.15], [0.83, -1.40, -0.03], [-0.49, 1.24, -1.08], [-0.64, 0.35, 2.46], [2.15, -0.10, -0.24], [-1.98, -2.17, -0.59], [0.95, 0.22, -1.07], [0.94, -0.01, 1.20], [-0.32, 0.63, 0.13], [-0.45, -0.17, -0.04], [0.06, -0.14, -0.21], [-0.10, 0.16, 0.09], [0.01, 0.14, 0.05], [-0.33, -0.21, -0.77], [0.07, -0.29, -0.04], [0.46, -0.53, 0.38], [-0.63, -0.41, -0.07], [0.03, 1.14, -0.30], [-0.12, -0.15, 0.42], [0.92, -0.05, 0.19], [0.00, -0.42, 0.40], [-0.96, -0.21, -0.13], [0.77, -0.37, -0.42], [0.07, -0.07, 0.17], [-0.87, 0.32, -0.04], [0.12, -0.53, 0.08], [-0.19, -0.15, 0.43], [-0.31, -0.35, -0.73], [-0.14, 1.29, 0.75], [0.05, -0.30, -0.40], [0.17, -0.13, 0.02], [-0.28, 0.30, 0.01], [0.07, -0.10, 0.85], [0.02, -0.17, -0.85], [0.67, 0.31, 0.28], [-0.07, -0.28, -0.32], [-0.30, -0.16, 0.15], [0.16, -0.46, -0.31], [-0.13, -0.16, 0.31], [-0.34, 0.22, 0.18], [0.43, -0.10, 0.60], [-0.16, 0.36, -0.26], [-0.13, -0.15, -0.27], [0.39, 0.22, 0.17], [-0.35, -0.07, -0.62], [-0.15, -0.23, 0.15], [0.38, -0.86, 0.77], [-0.13, 0.66, -0.36], [0.27, -0.01, -0.37], [0.49, 0.15, -0.41], [-0.75, -0.07, 0.36], [0.12, -0.11, -0.14], [0.91, 0.31, -0.67], [-0.71, 0.12, 0.59], [-0.03, -0.58, 0.30], [0.04, 0.10, -0.08], [-0.07, -0.16, -0.22], [0.18, 0.06, 0.34], [-0.06, -0.48, 0.02], [0.09, 0.37, -0.15], [0.07, 0.08, 0.18], [0.38, 0.13, -0.16], [-0.12, -0.40, 0.16], [-0.30, 0.48, 0.05], [-0.39, 0.19, -0.62], [0.11, -0.09, 0.45], [0.24, -0.07, 0.14], [0.11, 0.18, 0.54], [0.48, -0.30, -0.75], [-0.30, 0.17, 0.04], [-0.01, 0.19, 0.51], [-0.21, 0.10, -0.09], [0.30, -0.29, -0.48], [0.30, 0.34, 0.51], [-0.67, -0.63, -0.38], [-0.20, 0.41, -0.14], [0.82, -0.06, 0.22], [0.25, -0.11, 0.18], [-0.83, 0.19, -0.33], [-1.19, -0.07, 0.66], [0.56, -0.32, -0.30], [0.59, 0.31, 0.04], [0.78, -0.48, -0.80], [-0.47, -0.43, 0.01], [-0.18, 0.30, 0.66], [-0.22, -0.51, -0.49], [-0.03, 0.80, 0.41], [0.29, -0.18, 0.05], [0.16, -0.16, -0.40], [-0.05, -0.15, -0.05], [0.11, 0.35, 0.90], [-0.48, 0.37, -0.23], [-0.09, -0.25, -0.19], [0.82, -0.44, 0.39], [1.13, 0.70, -0.17], [-0.40, -0.28, 0.32], [-0.49, 0.06, -0.50], [-0.44, 0.24, 0.17], [0.50, 0.40, 0.05], [-0.23, -0.06, -0.45], [-0.29, 0.58, 0.42], [0.16, 0.55, -0.29], [-0.29, -0.78, 0.02], [0.65, -0.41, 0.76], [0.26, 0.01, 0.06], [-0.65, 0.07, -0.76], [0.11, 0.07, -0.32], [-0.45, -0.11, 0.05], [0.31, -0.05, 0.21], [0.00, -0.18, 0.08], [0.45, 0.08, -0.24], [-0.27, -0.25, 0.11], [-0.56, 0.59, -1.00], [0.26, -0.48, 0.93], [0.02, -0.04, -0.26], [-0.32, -0.54, 0.35], [0.36, 0.56, -0.12], [-0.16, -0.24, -0.06], [-0.31, 0.20, -0.07], [0.18, -0.50, 0.11], [0.31, 0.11, -0.31], [-0.03, -0.03, -0.57], [-0.12, 0.11, 0.12], [0.04, -0.08, 0.26], [-0.30, -0.08, -0.51], [0.39, -0.20, 0.68], [-0.12, 0.23, -0.23], [-0.52, -0.52, 0.43], [0.58, 0.96, -0.68], [0.02, -0.24, -0.07], [-0.35, -0.19, 0.71], [0.08, 0.35, -1.00], [-0.12, 0.03, 0.22], [-0.53, 0.85, 0.18], [0.58, -0.59, -0.47], [-0.32, -0.10, -0.15], [-0.11, 0.60, 0.14], [0.55, 0.05, -0.18], [-0.05, 0.31, 0.36], [-0.45, 0.32, 0.23], [0.12, -0.29, -0.17], [0.29, -0.08, -0.10], [-0.40, -0.51, 0.20], [-0.05, -0.26, 0.79], [0.20, 0.31, -0.35]], "lumo_energy_ev": -0.82, "molar_mass_g_mol": 866.78}